Entry one
15
Properties=species:S:1:pos:R:3:nbo_charge:R:1 method="wB97M-V/def2-TZVPD" orbital_gap_ev=8.1 smiles="[NH3+][S-].CCC=O" homo_ev=-7.61 total_charge=0
S 3.06 -0.82 -0.45 -0.454
O 0.34 1.83 -0.59 -0.567
N 2.71 0.81 0.37 -0.843
C -2.03 -0.97 -0.31 -0.606
C -0.60 1.06 -0.72 0.491
C -0.67 -0.30 -0.12 -0.555
H 2.64 0.67 1.37 0.404
H 1.81 1.21 -0.01 0.444
H 3.48 1.44 0.16 0.410
H -2.08 -1.88 0.28 0.226
H 0.14 -0.91 -0.54 0.285
H -1.46 1.36 -1.34 0.119
H -0.44 -0.21 0.95 0.231
H -2.83 -0.31 0.02 0.204
H -2.20 -1.22 -1.36 0.212

Entry two
15
Properties=species:S:1:pos:R:3:nbo_charge:R:1 method="wB97M-V/def2-TZVPD" orbital_gap_ev=9.2 smiles=CCN(S)CO homo_ev=-8.57 total_charge=0
S -1.91 1.07 0.77 0.203
O 0.42 1.96 -1.36 -0.724
N -0.31 0.74 0.45 -0.628
C -0.09 -1.69 0.78 -0.605
C 0.00 -0.62 -0.22 -0.230
C 0.52 1.76 0.04 0.075
H -0.53 2.28 -1.48 0.457
H -1.11 -1.71 1.31 0.211
H 1.65 1.62 0.27 0.178
H 0.67 -1.69 1.46 0.202
H -0.13 -2.66 0.28 0.206
H -0.81 -1.05 -0.82 0.208
H -2.10 2.00 -0.19 0.055
H 1.01 -0.38 -0.58 0.217
H 0.20 2.66 0.66 0.174

The most stable of them is entry one.

Entry one
63
Properties=species:S:1:pos:R:3:nbo_charge:R:1 method="wB97M-V/def2-TZVPD" orbital_gap_ev=8.7 smiles="C/C=C/C(C)=C/[C@@]1(C)SC(=O)C(C)=C1O.CNC(=O)[C@H](Cc1ccccc1)NC(C)=O" homo_ev=-8.23 total_charge=0
S -2.12 0.17 -1.48 0.301
O -0.49 1.56 0.70 -0.636
O -4.68 0.52 -1.12 -0.586
O 1.06 0.49 5.44 -0.646
O -2.94 -0.96 -5.24 -0.662
N -0.19 -0.18 3.69 -0.616
N -1.11 2.48 2.60 -0.605
C -5.47 -0.34 -3.82 -0.629
C 0.52 0.56 2.64 -0.144
C 1.69 -2.89 2.13 -0.166
C 3.70 -2.23 3.98 -0.199
C -2.91 -0.55 -3.94 0.405
C -0.68 0.56 -3.83 -0.220
C 0.16 -0.20 4.97 0.686
C -1.08 2.77 4.03 -0.419
C 1.22 0.60 -2.10 -0.665
C 3.01 -1.22 3.30 -0.208
C -4.07 -0.24 -3.26 -0.209
C 2.38 -3.91 2.80 -0.228
C 2.56 2.39 -4.08 -0.155
C 0.57 1.00 -3.41 0.026
C -1.62 -0.43 -3.15 -0.250
C 3.38 -3.58 3.73 -0.222
C 1.28 1.93 -4.30 -0.226
C -3.81 0.19 -1.91 0.362
C 3.25 3.34 -5.02 -0.642
C -0.39 1.58 1.92 0.672
C -0.64 -1.11 5.87 -0.708
C 1.20 -0.44 1.69 -0.416
C 1.99 -1.54 2.37 -0.033
C -0.98 -1.82 -3.04 -0.608
H -1.71 3.05 2.01 0.411
H -2.04 -1.14 -5.56 0.488
H -1.04 0.97 -4.77 0.204
H 0.91 -3.15 1.42 0.200
H -5.94 0.65 -3.81 0.229
H 1.49 1.50 -1.54 0.239
H -0.51 -2.14 5.54 0.230
H 1.88 0.11 1.03 0.231
H -6.07 -1.02 -3.22 0.229
H 2.14 -4.95 2.61 0.212
H 4.16 2.89 -5.41 0.217
H -5.46 -0.70 -4.85 0.226
H 3.92 -4.36 4.25 0.214
H 3.11 2.07 -3.20 0.197
H -1.70 2.06 4.57 0.193
H -0.27 -1.00 6.89 0.245
H 0.77 2.28 -5.20 0.200
H 3.51 4.26 -4.49 0.219
H -0.63 -2.16 -4.02 0.203
H 0.43 -0.90 1.06 0.217
H 2.12 0.02 -2.29 0.221
H -1.69 -0.83 5.83 0.222
H 2.60 3.60 -5.86 0.211
H 0.56 0.02 -1.46 0.226
H -0.13 -1.82 -2.35 0.225
H 3.24 -0.18 3.51 0.218
H -0.95 -0.78 3.40 0.401
H -1.47 3.78 4.21 0.212
H -0.06 2.72 4.41 0.221
H 4.46 -1.98 4.70 0.216
H -1.71 -2.54 -2.66 0.224
H 1.31 1.15 3.11 0.248

Entry two
63
Properties=species:S:1:pos:R:3:nbo_charge:R:1 method="wB97M-V/def2-TZVPD" orbital_gap_ev=8.6 smiles="COCCNC(=S)N1CCc2cc(OC)c(OC)cc2[C@@H]1COc1cc(C)cc(C)c1" homo_ev=-7.98 total_charge=0
S -4.87 2.42 -0.54 -0.292
O 3.08 0.58 2.09 -0.522
O 3.61 3.02 0.66 -0.500
O -5.25 -2.17 -0.04 -0.548
O -0.30 -1.64 -0.46 -0.508
N -4.12 0.30 0.82 -0.611
N -2.46 1.39 -0.38 -0.434
C 2.94 -0.47 -1.81 0.125
C 0.13 2.49 -0.17 -0.044
C -0.13 1.24 0.37 0.027
C -5.52 -0.01 1.07 -0.260
C 1.40 3.03 -0.03 -0.235
C -3.76 1.30 -0.03 0.321
C 3.75 -1.48 -1.30 -0.286
C 1.02 -1.52 -0.81 0.335
C -5.53 -3.12 0.95 -0.251
C -1.43 0.51 0.13 -0.101
C 2.81 -0.66 2.70 -0.255
C 3.20 -2.52 -0.56 0.014
C -0.96 3.25 -0.87 -0.419
C 1.84 -2.54 -0.32 -0.292
C 4.80 2.32 0.97 -0.241
C -2.02 2.31 -1.41 -0.224
C 1.57 -0.50 -1.57 -0.349
C -6.03 -1.00 0.02 -0.079
C 3.52 0.67 -2.59 -0.653
C 2.41 2.37 0.67 0.251
C 0.84 0.62 1.16 -0.310
C -1.24 -0.68 -0.87 -0.066
C 2.11 1.16 1.32 0.294
C 4.09 -3.61 -0.03 -0.629
H -1.61 1.74 -2.25 0.182
H 3.73 -0.94 3.21 0.197
H 1.38 -3.33 0.26 0.218
H -1.00 -0.29 -1.86 0.181
H -5.30 -2.75 1.96 0.160
H 4.90 -3.18 0.56 0.218
H -1.42 3.93 -0.14 0.224
H 3.05 0.73 -3.57 0.219
H 3.53 -4.30 0.59 0.214
H -1.74 0.09 1.10 0.218
H -3.56 -0.54 0.81 0.392
H 0.60 -0.31 1.63 0.226
H 1.99 -0.58 3.43 0.174
H 0.97 0.31 -1.95 0.217
H -5.60 -0.42 2.07 0.194
H 4.81 -1.46 -1.48 0.203
H 4.53 -4.17 -0.85 0.223
H -7.08 -1.24 0.21 0.171
H -5.95 -0.54 -0.97 0.205
H 1.64 3.98 -0.47 0.223
H 4.59 0.54 -2.73 0.213
H 4.89 2.12 2.04 0.188
H 2.56 -1.42 1.95 0.190
H 4.87 1.38 0.42 0.179
H -2.19 -1.22 -0.94 0.198
H -2.89 2.86 -1.75 0.264
H -0.55 3.86 -1.68 0.218
H 3.34 1.61 -2.08 0.226
H -6.09 0.92 1.01 0.254
H -4.91 -3.99 0.74 0.196
H 5.61 2.98 0.66 0.187
H -6.59 -3.41 0.93 0.169

The most stable of them is entry one.

Entry one
24
Properties=species:S:1:pos:R:3:nbo_charge:R:1 method="wB97M-V/def2-TZVPD" orbital_gap_ev=8.1 smiles=COc1cc2cc[nH]c2cc1OC homo_ev=-7.20 total_charge=0
O 2.09 -1.18 -0.03 -0.484
O 2.05 1.16 -0.16 -0.514
N -2.82 -1.13 0.01 -0.527
C 0.84 -0.73 0.06 0.272
C -0.43 1.51 -0.17 -0.284
C -1.56 -0.67 -0.05 0.115
C 0.74 0.68 -0.19 0.260
C -3.06 1.09 0.05 -0.313
C 2.38 2.52 0.20 -0.247
C -0.38 -1.46 0.02 -0.317
C 2.49 -2.52 0.02 -0.255
C -1.66 0.81 -0.01 -0.072
C -3.68 -0.11 0.06 -0.023
H 1.98 3.23 -0.55 0.159
H -4.71 -0.40 0.07 0.202
H 2.43 -2.87 1.08 0.187
H -0.44 2.55 -0.43 0.225
H -3.22 -1.95 -0.44 0.408
H 1.95 2.93 1.05 0.180
H -3.45 2.04 0.11 0.220
H 3.62 -2.46 -0.29 0.201
H -0.55 -2.56 0.27 0.224
H 3.45 2.65 0.10 0.198
H 1.95 -3.12 -0.78 0.185

Entry two
24
Properties=species:S:1:pos:R:3:nbo_charge:R:1 method="wB97M-V/def2-TZVPD" orbital_gap_ev="5.8 / 7.8" homo_ev="-6.62 / -7.45" total_charge=0
O 2.88 -1.85 0.46 -0.686
O 0.66 -3.16 0.19 -0.628
N 2.09 0.27 -0.10 -0.371
C -0.94 0.09 0.92 -0.239
C 1.88 -1.17 0.20 0.482
C 3.25 0.78 0.32 -0.155
C 1.37 0.93 -1.11 -0.416
C -3.30 0.13 0.45 -0.226
C -2.20 0.64 1.12 -0.182
C -1.81 -1.65 -0.44 -0.198
C 0.59 -1.81 0.14 0.257
C -3.09 -1.07 -0.26 -0.192
C -0.75 -1.06 0.20 -0.104
H -4.31 0.35 0.57 0.219
H 3.66 0.23 1.10 0.207
H -3.92 -1.66 -0.72 0.213
H -0.26 0.40 1.75 0.232
H -2.30 1.54 1.62 0.209
H 3.76 1.56 -0.23 0.188
H 0.39 1.36 -0.60 0.214
H 1.56 -3.25 0.33 0.503
H 0.97 0.33 -1.88 0.222
H -1.74 -2.66 -1.05 0.238
H 1.90 1.81 -1.41 0.215

Entry three
24
Properties=species:S:1:pos:R:3:nbo_charge:R:1 method="wB97M-V/def2-TZVPD" orbital_gap_ev="6.6 / 8.7" homo_ev="-6.80 / -8.41" total_charge=0
O -0.96 -2.84 0.59 -0.391
O -2.38 0.39 1.52 -0.657
N -0.96 -1.70 0.16 0.120
C 0.06 0.55 1.23 -0.095
C -0.80 -1.26 -1.03 0.092
C -0.72 0.19 -1.30 -0.443
C 1.19 1.50 -0.68 -0.204
C 2.25 1.83 0.12 -0.202
C 0.12 0.84 -0.19 -0.013
C -1.14 -0.01 1.89 0.220
C 2.18 1.61 1.48 -0.190
C 1.10 0.94 2.07 -0.203
C -0.79 -2.38 -2.02 -0.653
H 2.99 1.89 1.97 0.197
H 0.06 -2.26 -2.71 0.214
H -0.30 0.30 -2.26 0.227
H -1.66 0.88 -1.39 0.209
H 3.15 2.33 -0.18 0.210
H -2.43 1.10 0.91 0.492
H -0.85 -0.59 2.70 0.191
H -1.55 -2.35 -2.73 0.218
H -0.90 -3.37 -1.55 0.251
H 0.95 0.68 3.05 0.208
H 1.37 1.71 -1.65 0.202

The most stable of them is entry one.

Entry one
17
Properties=species:S:1:pos:R:3:nbo_charge:R:1 method="wB97M-V/def2-TZVPD" orbital_gap_ev=10.9 smiles=CCO.CC homo_ev=-9.92 total_charge=0
O -2.02 1.78 -0.80 -0.746
C -0.65 1.16 -0.64 -0.081
C 1.11 -2.03 0.07 -0.630
C -0.20 -1.95 0.85 -0.618
C 0.38 2.05 -0.02 -0.668
H -0.86 0.21 -0.07 0.193
H -0.91 -2.83 0.79 0.211
H 1.12 2.54 -0.71 0.221
H -0.03 -1.79 1.87 0.213
H -0.94 -1.24 0.29 0.202
H 1.10 -2.88 -0.64 0.215
H 2.17 -2.14 0.60 0.212
H -0.38 1.02 -1.81 0.174
H -1.92 2.77 -0.64 0.460
H -0.09 2.81 0.58 0.215
H 0.94 1.52 0.76 0.224
H 1.19 -1.02 -0.48 0.204

Entry two
17
Properties=species:S:1:pos:R:3:nbo_charge:R:1 method="wB97M-V/def2-TZVPD" orbital_gap_ev=11.8 smiles=CCCC.O homo_ev=-10.96 total_charge=0
O 1.57 -1.50 -1.70 -0.942
C -0.89 0.27 -0.28 -0.411
C -0.79 1.55 -1.13 -0.614
C 0.13 0.27 0.86 -0.385
C -0.13 -0.83 1.88 -0.611
H -0.50 1.29 -2.15 0.208
H -0.61 -0.57 -0.91 0.218
H -1.88 0.02 0.11 0.196
H -1.73 2.09 -1.15 0.211
H -0.24 -1.80 1.41 0.197
H 0.14 1.22 1.40 0.193
H 1.86 -1.57 -0.78 0.472
H 0.07 2.15 -0.83 0.203
H 0.65 -1.02 2.61 0.207
H -1.08 -0.67 2.39 0.203
H 2.29 -1.05 -2.18 0.473
H 1.13 0.14 0.44 0.182

Entry three
17
Properties=species:S:1:pos:R:3:nbo_charge:R:1 method="wB97M-V/def2-TZVPD" orbital_gap_ev=11.0 smiles=CCO.CC homo_ev=-10.03 total_charge=0
O 0.01 0.08 -1.92 -0.746
C 1.52 -1.11 -0.52 -0.655
C -1.75 1.25 1.96 -0.618
C 1.29 -0.05 -1.53 -0.072
C -0.96 -0.09 1.86 -0.622
H 1.29 1.04 -1.23 0.194
H -1.49 2.02 1.26 0.213
H 2.11 -0.59 0.23 0.218
H 0.45 -1.52 -0.12 0.226
H -1.38 -0.89 1.24 0.195
H -1.25 1.58 2.87 0.201
H -1.24 -0.67 2.68 0.208
H 0.16 0.03 1.52 0.214
H -0.42 -0.49 -2.52 0.471
H -2.80 1.08 2.20 0.209
H 1.84 -0.32 -2.41 0.155
H 2.11 -1.95 -0.96 0.209

Entry four
17
Properties=species:S:1:pos:R:3:nbo_charge:R:1 method="wB97M-V/def2-TZVPD" orbital_gap_ev=11.3 smiles=CCO.CC homo_ev=-10.28 total_charge=0
O -0.39 2.50 0.46 -0.752
C 0.99 -1.24 -1.98 -0.604
C 1.45 -1.66 -0.57 -0.611
C -1.68 0.88 1.72 -0.646
C -0.41 1.13 0.98 -0.071
H -2.01 1.66 2.40 0.224
H 0.46 1.28 1.60 0.188
H -1.73 -0.02 2.28 0.219
H 2.45 -2.07 -0.70 0.206
H 0.56 -2.04 -2.59 0.203
H 0.78 -2.46 -0.24 0.204
H -1.17 2.77 -0.04 0.460
H -2.46 0.71 0.96 0.202
H 1.75 -0.72 -2.55 0.203
H -0.18 0.56 0.09 0.178
H 0.19 -0.49 -1.90 0.192
H 1.41 -0.79 0.07 0.206

The most stable of them is entry two.

Entry one
8
Properties=species:S:1:pos:R:3:nbo_charge:R:1 method="wB97M-V/def2-TZVPD" orbital_gap_ev=11.2 homo_ev=-10.46 total_charge=0
O -1.30 1.16 -0.37 -0.664
O -1.69 -0.90 0.60 -0.513
C 0.78 -0.19 0.00 -0.978
C -1.13 0.01 0.13 0.927
H 1.03 -0.36 1.04 0.249
H 1.50 0.53 -0.41 0.258
H -0.04 0.86 -0.38 0.472
H 0.84 -1.10 -0.60 0.249

Entry two
8
Properties=species:S:1:pos:R:3:nbo_charge:R:1 method="wB97M-V/def2-TZVPD" orbital_gap_ev=11.1 smiles=CC1OO1 homo_ev=-10.05 total_charge=0
O -0.53 -2.09 0.98 -0.250
O -1.13 -1.01 1.60 -0.247
C 0.15 -0.09 -0.38 -0.684
C -0.97 -1.01 0.22 0.329
H -1.78 -1.09 -0.43 0.161
H 0.76 -0.71 -1.19 0.232
H 0.84 0.50 0.34 0.245
H -0.37 0.72 -1.01 0.214

Entry three
8
Properties=species:S:1:pos:R:3:nbo_charge:R:1 method="wB97M-V/def2-TZVPD" orbital_gap_ev=10.7 smiles="C=O.C=O" homo_ev=-10.09 total_charge=0
O 1.22 1.17 1.41 -0.494
O -2.31 -1.33 -1.86 -0.498
C 2.29 0.75 1.71 0.284
C -1.47 -0.66 -1.31 0.270
H -1.16 0.28 -1.79 0.112
H 2.56 0.35 2.72 0.107
H 3.07 0.62 0.95 0.103
H -1.07 -0.93 -0.33 0.115

The most stable of them is entry three.

Entry one
8
Properties=species:S:1:pos:R:3:nbo_charge:R:1 method="wB97M-V/def2-TZVPD" orbital_gap_ev=8.7 homo_ev=-8.14 total_charge=0
O 0.74 1.68 0.16 -0.491
O -1.34 0.25 -0.16 -0.702
C -0.35 -0.68 -0.03 -0.213
C 1.28 0.64 -0.02 0.319
H -0.41 -1.42 -0.83 0.167
H -0.98 1.11 0.16 0.471
H -0.32 -1.17 0.96 0.145
H 1.39 -0.42 -0.24 0.304

Entry two
8
Properties=species:S:1:pos:R:3:nbo_charge:R:1 method="wB97M-V/def2-TZVPD" orbital_gap_ev=11.4 smiles="CC(=O)O" homo_ev=-10.60 total_charge=0
O -0.41 -0.55 1.17 -0.591
O 1.02 0.82 0.09 -0.688
C -0.62 -0.30 -1.21 -0.731
C -0.01 -0.06 0.13 0.783
H -1.35 -1.14 -1.21 0.246
H 1.34 0.92 0.98 0.493
H 0.15 -0.43 -2.00 0.243
H -1.23 0.68 -1.40 0.246

Entry three
8
Properties=species:S:1:pos:R:3:nbo_charge:R:1 method="wB97M-V/def2-TZVPD" orbital_gap_ev=11.1 smiles="O=CCO" homo_ev=-10.31 total_charge=0
O -0.77 0.43 -1.12 -0.533
O -0.33 -0.06 1.39 -0.701
C 0.33 0.11 -0.83 0.415
C 0.73 -0.34 0.49 -0.176
H -1.15 -0.15 0.60 0.480
H 0.78 -1.44 0.14 0.186
H 1.74 0.01 0.82 0.218
H 1.11 0.02 -1.63 0.111

Entry four
8
Properties=species:S:1:pos:R:3:nbo_charge:R:1 method="wB97M-V/def2-TZVPD" orbital_gap_ev=10.9 smiles="O=CCO" homo_ev=-9.96 total_charge=0
O 1.06 -1.16 -0.15 -0.706
O -1.71 -0.36 0.09 -0.523
C -0.85 0.41 -0.15 0.413
C 0.68 0.21 0.07 -0.159
H -1.26 1.29 -0.55 0.111
H 0.69 0.49 1.10 0.186
H 0.25 -1.74 0.18 0.484
H 1.14 0.86 -0.60 0.193

The most stable of them is entry two.